Record 1
C5H10O2 | ωB97M-V with the def2-TZVPD basis set

The geometry in ORCA input format:
```
! RIJCOSX wB97M-V def2-TZVPD def2/J DEFGRID3
* xyz 0 1
C -0.3440 0.2023 -1.9387
C -0.7569 0.8646 -0.6078
O -0.3986 -2.3499 0.1496
C 0.3387 -2.0763 1.0650
C -0.0206 0.6705 1.7734
C 0.2811 0.8412 0.4860
O 1.5782 1.0682 0.1239
H -1.1278 -0.4757 -2.2810
H 0.5605 -0.4135 -1.8538
H -0.1784 0.9464 -2.7251
H -1.6498 0.3744 -0.2126
H 1.3732 -1.7145 0.9103
H 0.0276 -2.1642 2.1249
H -1.0508 0.5049 2.0706
H 0.7528 0.7033 2.5335
H -1.0324 1.9127 -0.7791
H 1.6472 1.1057 -0.8389
*
```

Summary:
SMILES: C=C(O)CC.C=O
Highest occupied orbital energy (eV): -8.9
E_LUMO (eV): 0.8


Record 2
C5H10O2 | ωB97M-V with the def2-TZVPD basis set

The geometry in ORCA input format:
```
! RIJCOSX wB97M-V def2-TZVPD def2/J DEFGRID3
* xyz 0 1
C -1.8947 1.2920 -0.4574
O -1.1513 0.1837 -0.0018
C 0.1101 0.1042 -0.6113
C 1.1738 1.0634 -0.0550
O 1.9357 -0.0234 0.4890
C 1.0280 -1.0056 -0.0321
C 0.3963 -1.8854 1.0397
H -1.4031 2.2490 -0.2185
H -2.0538 1.2483 -1.5466
H -2.8656 1.2653 0.0444
H -0.0033 0.0915 -1.7064
H 0.8092 1.7200 0.7454
H 1.7190 1.6505 -0.8083
H 1.5076 -1.6209 -0.8013
H -0.3744 -2.5310 0.6018
H 1.1519 -2.5235 1.5081
H -0.0854 -1.2782 1.8103
*
```

Summary:
SMILES: CO[C@H]1CO[C@H]1C
Highest occupied orbital energy (eV): -9.7
E_LUMO (eV): 1.0


Record 3
C5H10O2 | ωB97M-V with the def2-TZVPD basis set

The geometry in ORCA input format:
```
! RIJCOSX wB97M-V def2-TZVPD def2/J DEFGRID3
* xyz 0 1
C -0.8908 -1.3585 1.3695
C -0.0280 -0.8144 0.2506
O -0.8760 -0.4654 -0.8452
C -0.1616 0.4189 -1.7051
C 1.0279 0.9637 -0.8863
C 0.6994 0.5017 0.5367
O -0.1408 1.4084 1.2212
H -1.2149 -2.3789 1.1512
H -1.7826 -0.7390 1.4904
H -0.3419 -1.3546 2.3144
H 0.7077 -1.5727 -0.0674
H -0.8572 1.2049 -2.0179
H 0.1711 -0.1166 -2.6034
H 1.9706 0.5163 -1.2199
H 1.1293 2.0504 -0.9326
H 1.5929 0.3775 1.1559
H -1.0051 1.3583 0.7879
*
```

Summary:
SMILES: C[C@H]1OCC[C@H]1O
Highest occupied orbital energy (eV): -9.7
E_LUMO (eV): 1.0


Record 4
C5H10O2 | ωB97M-V with the def2-TZVPD basis set

The geometry in ORCA input format:
```
! RIJCOSX wB97M-V def2-TZVPD def2/J DEFGRID3
* xyz 0 1
C -0.2172 0.1170 -2.5290
O 0.5705 0.2969 -1.3663
C -1.2352 -0.0332 0.4366
C -1.0229 -1.2410 0.8548
C -0.3730 -0.1425 1.6541
C 1.1208 0.1369 1.6453
O 1.4187 1.5058 1.4772
H -0.6946 1.0740 -2.7669
H -1.0086 -0.6356 -2.3958
H 0.4149 -0.1829 -3.3729
H -1.7480 0.6531 -0.2181
H -1.2765 -2.2869 0.7962
H 0.5719 -0.5504 -0.8960
H -0.8412 0.1619 2.5937
H 1.5399 -0.1408 2.6188
H 1.6416 -0.4724 0.8876
H 1.1388 1.7402 0.5808
*
```

Summary:
SMILES: OCC1C=C1.CO
Highest occupied orbital energy (eV): -9.3
E_LUMO (eV): 0.9


Record 5
C5H10O2 | ωB97M-V with the def2-TZVPD basis set

The geometry in ORCA input format:
```
! RIJCOSX wB97M-V def2-TZVPD def2/J DEFGRID3
* xyz 0 1
C 1.3560 1.8876 -0.2946
C 0.1054 1.0709 -0.0035
O -0.6862 0.9553 -1.1723
C 0.3857 -0.3123 0.6265
C -0.9582 -0.9443 0.8827
C -1.5125 -1.8804 0.1122
O -0.8155 -2.7197 -0.7108
H 1.9414 2.0739 0.6118
H 1.9958 1.3675 -1.0189
H 1.0612 2.8479 -0.7298
H -0.5264 1.6244 0.7022
H -0.2112 0.3951 -1.8017
H 1.0028 -0.8892 -0.0809
H 0.9930 -0.1873 1.5332
H -1.5982 -0.4288 1.5929
H 0.0483 -2.8074 -0.2915
H -2.5814 -2.0532 0.0424
*
```

Summary:
SMILES: C[C@@H](O)C/C=C\O
Highest occupied orbital energy (eV): -8.7
E_LUMO (eV): 0.8


Record 6
C5H10O2 | ωB97M-V with the def2-TZVPD basis set

The geometry in ORCA input format:
```
! RIJCOSX wB97M-V def2-TZVPD def2/J DEFGRID3
* xyz 0 1
C 2.2828 -1.4232 0.9146
C 1.0382 -0.5849 0.8155
C 0.0067 -0.7462 1.6307
C 1.0266 0.4238 -0.3075
H 2.5023 -1.8633 -0.0594
H 2.1756 -2.2246 1.6436
H 3.1409 -0.8171 1.2149
H -0.9068 -0.1824 1.5079
H 0.0413 -1.4597 2.4433
H 0.1124 1.0146 -0.2189
H 0.9711 -0.0714 -1.2763
H 1.8827 1.0902 -0.2354
O -1.9011 0.9965 -2.7838
C -2.6337 1.0890 -1.8567
O -2.8303 2.2526 -1.1811
H -3.1678 0.2376 -1.4016
H -3.7410 2.2686 -0.8498
*
```

Summary:
SMILES: C=C(C)C.O=CO
Highest occupied orbital energy (eV): -9.3
E_LUMO (eV): 0.6


Record 7
C5H10O2 | ωB97M-V with the def2-TZVPD basis set

The geometry in ORCA input format:
```
! RIJCOSX wB97M-V def2-TZVPD def2/J DEFGRID3
* xyz 1 2
O 1.3522 0.2584 -2.3204
C 1.3347 0.7366 -1.2244
C 0.2108 1.4311 -0.4478
C 0.1241 0.9216 1.0390
C 0.1894 -0.6600 0.9522
C -0.6574 -1.3230 -0.1094
O -2.0545 -0.8512 0.0002
H 2.3658 0.6360 -0.5828
H -0.7564 1.1074 -0.9112
H 0.1987 2.4681 -0.5991
H -0.8510 1.2649 1.4393
H 0.8472 1.2706 1.7515
H 1.2687 -0.9839 0.6555
H 0.0058 -1.0752 1.9093
H -0.4933 -2.4596 0.1147
H -0.4093 -1.2556 -1.2009
H -2.6754 -1.4863 -0.4654
*
```

Summary:
<S²>: 0.759
Highest occupied orbital energy (spin up / spin down) (eV): -14.3 / -14.3
E_LUMO (spin up / spin down) (eV): -5.8 / -9.7


Record 8
C5H10O2S | ωB97M-V with the def2-TZVPD basis set

The geometry in ORCA input format:
```
! RIJCOSX wB97M-V def2-TZVPD def2/J DEFGRID3
* xyz 0 1
C -0.3233 1.4146 -1.4637
C -0.2158 1.1497 0.0068
C -0.8061 -0.2955 1.5466
C 0.3870 -0.3383 0.6022
C 0.5479 -1.2075 -0.6189
H -0.6697 2.5383 -1.4898
H 0.9108 1.1849 -1.9667
H -1.3566 0.7253 -2.0503
H 0.1811 2.0100 0.6310
H -0.3380 0.2359 2.4462
H -1.2765 -1.1358 1.8909
H 1.9757 -1.2299 1.9737
H 1.5481 -2.0005 -0.5522
H 0.9851 -0.4882 -1.5309
H -1.3834 -1.2894 -0.7660
O -1.4805 0.6295 0.6588
O -0.6858 -1.9132 -0.7739
S 2.0000 0.0102 1.4562
*
```

Summary:
Highest occupied orbital energy (eV): -9.3
E_LUMO (eV): 0.7


Record 9
C5H10O2S | ωB97M-V with the def2-TZVPD basis set

The geometry in ORCA input format:
```
! RIJCOSX wB97M-V def2-TZVPD def2/J DEFGRID3
* xyz 0 1
C 1.7017 -1.4790 0.6259
C -0.2190 0.3694 0.0688
C 0.5052 1.6648 -0.2932
C -0.9774 0.1391 1.3600
C -1.7246 0.5211 0.1268
H 2.4593 -0.6254 0.7529
H 1.2340 -1.7446 1.5425
H 2.2055 -2.4189 0.3140
H 0.2949 1.7672 -1.3710
H 0.1034 2.5031 0.2597
H 2.1887 0.9980 -0.7727
H -1.0723 -0.8781 1.6965
H -0.8594 0.9115 2.1515
H -2.1349 1.5378 -0.0098
H -2.1226 -1.2292 -0.5277
O 1.9136 1.5792 -0.0929
O -2.5490 -0.3477 -0.4977
S 0.4420 -1.1229 -0.6651
*
```

Summary:
SMILES: CS[C@]1(CO)C[C@@H]1O
Highest occupied orbital energy (eV): -9.0
E_LUMO (eV): 0.7


Record 10
C5H10O2Si | ωB97M-V with the def2-TZVPD basis set

The geometry in ORCA input format:
```
! RIJCOSX wB97M-V def2-TZVPD def2/J DEFGRID3
* xyz 0 1
C 1.8780 -2.3235 0.5993
C 1.7882 -1.1313 0.0826
C 0.0826 1.8125 0.9234
C -3.1395 -0.4867 1.5644
C 0.8885 0.3517 -2.6700
O 0.3168 1.5281 -0.3688
O -2.2876 -1.1455 1.0432
Si 0.8638 0.0407 -0.8307
H 1.1455 -3.2070 0.5099
H 0.5843 2.7307 1.1897
H 0.5291 1.0103 1.4999
H -0.9938 1.9883 1.0265
H 2.7828 -2.5776 1.0596
H -3.2581 0.6672 1.5361
H -3.9243 -0.8741 2.3250
H 0.1741 -0.0623 -3.3869
H 0.7081 1.4678 -2.8780
H 1.8617 0.2108 -3.2251
*
```

Summary:
SMILES: C=C=[Si](C)OC.C=O
Highest occupied orbital energy (spin up / spin down) (eV): -7.4 / -7.4
E_LUMO (spin up / spin down) (eV): 0.6 / 0.6


Record 11
C5H10O3 | ωB97M-V with the def2-TZVPD basis set

The geometry in ORCA input format:
```
! RIJCOSX wB97M-V def2-TZVPD def2/J DEFGRID3
* xyz 0 1
C -0.0729 -0.2597 2.0331
C 1.1168 0.4166 1.9712
C -0.5132 -0.8672 -0.1060
O 0.6653 -1.4962 -0.3748
O -1.5653 -1.4546 -0.1043
H 0.4916 -2.4454 -0.4606
H -0.0876 -1.3181 2.2547
H -0.9949 0.2739 2.2149
H 1.2286 0.8652 0.2557
H 2.0464 -0.1214 2.0966
H 1.1459 1.4691 2.2234
C -0.5605 0.4485 -2.3084
C -0.4479 0.7239 -0.8149
O 0.6508 1.4097 -0.4622
H -1.3544 1.1817 -0.4025
H -1.4486 -0.1443 -2.5184
H 0.3225 -0.0819 -2.6625
H -0.6225 1.4003 -2.8353
*
```

Summary:
SMILES: C[C@H](O)C(=O)O.C=C
Highest occupied orbital energy (eV): -9.7
E_LUMO (eV): 0.0


Record 12
C5H10O3 | ωB97M-V with the def2-TZVPD basis set

The geometry in ORCA input format:
```
! RIJCOSX wB97M-V def2-TZVPD def2/J DEFGRID3
* xyz 0 1
C 1.5709 0.0003 -0.0324
C -1.5992 1.4601 -1.7406
C 1.3741 -0.2801 -1.5056
C -1.2697 -0.6273 2.2700
C 0.0640 -0.8748 1.6091
O 0.2974 0.0375 0.6571
O -0.7397 1.5901 -2.5905
O 0.8319 -1.7443 1.9257
H 0.5786 0.4809 -2.0102
H 2.2323 -0.7451 0.4163
H 2.0134 0.9883 0.1302
H -2.5989 1.8988 -1.8682
H -1.3593 0.9253 -0.8135
H 2.2987 -0.0823 -2.0437
H 1.0960 -1.3169 -1.6706
H -2.0619 -0.9789 1.6085
H -1.3167 -1.1681 3.2117
H -1.4119 0.4368 2.4468
*
```

Summary:
SMILES: CCOC(C)=O.C=O
Highest occupied orbital energy (eV): -10.1
E_LUMO (eV): 0.5


Table of max |F| (Eh/bohr), in record order: 0.00861, 0.01881, 0.00643, 0.00842, 0.00931, 0.01955, 0.05956, 0.09399, 0.04267, 0.06427, 0.08189, 0.06385
Table of electronic energy (eV), in record order: -9440.573, -9440.544, -9441.785, -9438.581, -9441.127, -9441.386, -9430.942, -20272.224, -20275.816, -17315.979, -11487.183, -11488.656
Table of energy above the lowest of the compared OMol25 structures with the same formula, charge and spin (eV), in record order: 2.470, 2.499, 1.258, 4.462, 1.916, 1.657, 2.159, 5.468, 1.875, 3.876, 3.003, 1.531